Computed, not measured: a cluster of 10 separate species, C42H85N2O11 in total, with wB97M-V/def2-TZVPD.

The geometry in XYZ format:
```
140
Properties=species:S:1:pos:R:3:mulliken_charge:R:1
O 2.207 -5.248 2.900 -0.4971
O 0.610 5.324 2.100 -0.3246
O -6.741 -3.170 2.363 -0.4063
O 0.577 4.197 -1.531 -0.3972
O 0.200 0.180 0.580 -0.2761
O -0.658 1.844 -5.417 -0.2065
O 6.334 -7.441 2.280 -0.3975
O 8.192 -3.135 1.472 -0.4351
O 1.761 -0.850 1.739 -0.6036
O -4.763 5.219 1.312 -0.4211
O -4.554 3.911 -6.630 -0.4892
N -4.505 0.035 0.586 -0.9953
N -4.611 -0.273 1.996 -0.2192
C -5.733 5.792 -0.768 -0.6617
C -0.817 1.197 -6.682 -0.4681
C 3.784 -5.020 1.148 0.4493
C -7.500 -4.373 2.370 -0.4804
C -3.625 3.408 -5.655 0.4472
C 2.376 -6.530 2.292 -0.2662
C 8.359 -7.409 3.506 -0.5095
C -0.168 5.624 -3.262 -0.1172
C 0.295 0.162 -6.784 -0.6821
C 6.899 -1.172 1.190 -0.6846
C -0.310 5.160 -0.949 1.0833
C -1.463 1.588 1.832 -0.1925
C 2.028 5.121 2.061 -0.4331
C 6.823 -3.470 1.733 0.1810
C 2.972 -6.284 0.915 -0.6459
C 0.492 -0.226 -5.322 -0.5127
C 0.169 5.339 3.462 -0.5253
C -0.376 6.328 -1.924 -0.6980
C 7.285 -8.082 4.353 -0.5975
C -0.319 -1.895 1.735 -1.1138
C 7.755 -7.495 2.113 -0.3937
C -5.934 5.003 0.520 -0.5442
C 1.333 4.837 4.301 -0.5398
C -5.648 2.999 -6.754 -0.5079
C -3.127 0.169 0.322 0.0220
C 0.834 4.542 -2.889 0.1795
C 0.651 -0.809 1.373 0.7676
C 2.532 5.307 3.485 -0.5977
C 6.108 -2.161 2.038 -0.1696
C -4.326 2.270 -4.933 -0.4379
C -5.354 -4.898 1.532 -0.5163
C -5.486 -3.389 1.691 -0.3730
C -2.560 1.569 0.759 -0.6566
C 0.274 1.103 -4.619 -0.5837
C 8.315 -1.719 1.314 -0.5323
C 2.903 -4.258 2.128 -0.2824
C 6.011 -7.614 3.665 -0.3437
C -0.051 1.409 1.317 -0.2316
C -6.812 -5.330 1.406 -0.5257
C -5.237 1.725 -6.028 -0.5481
C -4.218 5.735 -0.930 -0.2921
C -3.749 5.827 0.514 0.2041
H -6.530 3.453 -6.289 0.2672
H -4.220 0.483 2.574 0.0719
H -1.804 0.718 -6.699 0.2157
H 8.468 -6.363 3.803 0.2119
H -4.928 2.658 -4.108 0.2647
H 2.727 6.365 3.680 0.2685
H -6.087 1.159 -5.651 0.3805
H 0.619 1.400 2.172 0.4441
H -3.811 6.526 -1.561 0.2911
H -7.165 -5.155 0.387 0.2693
H -1.290 4.685 -0.827 -0.6296
H 0.035 -0.676 -7.430 0.3474
H 3.565 -7.123 0.553 0.3248
H 4.737 -5.278 1.616 -0.5983
H 6.213 -1.913 3.097 0.2885
H -1.183 -1.460 2.204 0.3896
H 1.865 4.910 -2.966 0.3398
H 0.054 5.450 0.033 0.0065
H -7.503 -4.776 3.392 0.2666
H 8.007 -8.445 1.628 0.3091
H 8.072 -6.678 1.464 0.2190
H 6.813 -0.140 1.525 0.3756
H -0.128 0.987 -3.613 0.3757
H 2.175 -6.091 0.192 0.3085
H -1.106 5.168 -3.589 -0.2121
H -0.779 1.941 -7.480 0.3500
H 1.466 -0.663 -5.108 0.3486
H 2.163 -3.649 1.603 -0.0167
H -3.631 1.536 -4.530 0.3074
H 9.336 -7.886 3.573 0.3687
H -3.414 2.085 1.174 0.5761
H -2.554 -0.644 0.786 -0.1271
H 5.046 -2.190 1.800 0.0557
H -6.021 3.931 0.322 0.3219
H -0.646 -2.352 0.811 0.2638
H 1.415 -7.043 2.247 0.3118
H -1.667 0.878 2.623 0.3531
H 1.204 1.679 -4.559 0.2074
H -3.332 4.216 -4.983 0.0308
H -0.720 4.715 3.559 0.2378
H 0.151 -2.616 2.378 0.3444
H -3.046 0.121 -0.762 0.2137
H -5.599 -0.348 2.192 0.1823
H 2.215 4.104 1.702 0.2527
H 0.245 2.259 0.725 0.0282
H 1.205 0.625 -7.176 0.2763
H -5.521 -2.882 0.723 0.2491
H 0.737 3.651 -3.510 -0.5023
H 1.319 3.746 4.345 0.2444
H -2.803 5.311 0.682 -0.1952
H 3.057 -7.116 2.920 0.0502
H 8.820 -1.316 2.200 0.2705
H -0.276 -0.941 -5.020 0.2719
H -8.530 -4.152 2.083 0.2589
H 6.566 -1.223 0.151 0.2885
H -6.056 6.828 -0.631 0.2804
H -4.738 -5.179 0.679 0.3365
H -6.814 5.326 1.081 0.3018
H 5.679 -6.647 4.060 0.2402
H 3.469 -3.610 2.797 0.3999
H -6.987 -6.378 1.652 0.3324
H 3.992 -4.458 0.238 0.4194
H -0.099 6.369 3.725 0.3261
H -1.313 6.880 -1.860 0.3357
H -1.475 2.581 2.275 -0.1901
H -3.927 4.772 -1.358 0.1868
H -5.860 2.835 -7.812 0.3046
H -4.680 -2.945 2.271 0.2214
H 3.445 4.749 3.686 0.3259
H 7.375 -9.169 4.278 0.2652
H -2.737 3.054 -6.180 -0.2190
H 0.445 7.025 -1.734 0.2926
H -3.640 6.871 0.836 0.2131
H 7.321 -7.809 5.406 0.3486
H -6.282 5.373 -1.610 0.3632
H 6.412 -3.946 0.839 0.1647
H 6.774 -4.182 2.559 -0.0970
H -2.268 2.123 -0.132 0.0497
H -4.913 -5.337 2.432 0.2812
H 8.930 -1.506 0.439 0.2893
H 2.483 5.822 1.358 0.3011
H -4.667 1.078 -6.700 0.2009
H 1.317 5.220 5.320 0.3594
H 5.192 -8.326 3.763 0.2805
H 0.189 6.277 -4.058 0.4663
```

As for the charge: -1. The value obtained for the gap between HOMO and LUMO is 0.11269 Ha. As for the max |F|: 3.7 eV/A.